Entry from the OMol25 dataset: a structure of composition C32H80F4K2N2O24S4 at a distorted geometry (ωB97M-V/def2-TZVPD).

Structure (XYZ):
```
148
Properties=species:S:1:pos:R:3:mulliken_charge:R:1
K 3.618 -2.263 0.278 0.877
K 3.568 1.134 2.130 0.816
N 5.527 -0.118 -4.451 -0.559
S 5.649 0.634 -2.901 1.058
O 5.138 -0.020 -1.678 -0.449
O 5.650 2.103 -2.938 -0.513
F 7.193 0.295 -2.757 -0.286
S 4.036 0.040 -4.242 1.133
O 3.445 1.357 -4.355 -0.515
O 3.350 -1.046 -3.554 -0.390
F 3.615 -0.355 -5.762 -0.404
N 1.756 -0.093 0.395 -0.056
S 0.180 -0.625 0.756 0.781
O 0.037 -2.087 0.787 -0.275
O -0.987 0.297 0.537 -0.282
F 0.419 -0.474 2.326 -0.355
S 1.385 0.973 -0.550 0.367
O 0.865 2.226 -0.031 -0.167
O 0.898 0.464 -1.827 -0.424
F 2.900 1.465 -0.876 -0.277
C -8.618 1.551 4.621 -0.789
O -7.346 2.253 4.469 -0.400
C -6.397 1.481 3.724 -0.455
C -5.158 2.129 3.103 -0.416
O -4.089 1.231 3.018 -0.201
C -2.794 1.515 2.518 -0.760
H -9.361 2.152 5.145 0.309
H -8.795 0.675 5.246 0.323
H -9.051 1.237 3.672 0.330
H -6.897 0.808 3.027 0.270
H -6.085 0.778 4.497 0.324
H -4.802 2.989 3.671 0.295
H -5.280 2.383 2.050 0.310
H -2.063 0.723 2.685 0.071
H -2.395 2.366 3.070 0.487
H -2.842 1.730 1.451 0.260
C 2.171 4.535 2.488 -0.638
O 1.784 3.391 3.302 -0.078
C 1.918 3.602 4.708 -0.664
C 3.354 3.300 5.147 -0.540
O 3.908 1.960 4.952 -0.197
C 5.202 1.844 5.632 -0.918
H 1.662 4.323 1.548 -0.052
H 3.231 4.550 2.237 0.328
H 2.001 5.522 2.918 0.397
H 1.346 2.783 5.145 0.269
H 1.639 4.594 5.062 0.400
H 3.549 3.682 6.150 0.468
H 4.017 3.837 4.469 0.311
H 6.041 2.426 5.250 0.346
H 5.596 0.830 5.706 0.300
H 4.966 2.005 6.683 0.352
C 3.638 4.184 -1.544 -0.293
O 4.148 5.518 -1.454 -0.473
C 3.477 6.490 -2.232 -0.194
C 4.414 7.666 -2.680 -0.780
O 5.398 7.147 -3.486 -0.290
C 5.571 7.822 -4.711 -0.761
H 2.558 4.094 -1.422 0.047
H 4.146 3.569 -0.801 0.180
H 3.802 3.719 -2.517 0.413
H 2.794 6.928 -1.504 0.348
H 2.996 6.193 -3.164 0.214
H 4.951 8.054 -1.815 0.327
H 3.779 8.434 -3.122 0.446
H 6.102 8.767 -4.604 0.272
H 4.582 8.056 -5.105 0.344
H 6.027 7.090 -5.377 0.257
C -1.682 3.840 -6.334 -0.657
O -1.696 4.428 -5.040 -0.296
C -0.365 4.693 -4.527 -0.479
C -0.455 5.571 -3.240 -0.113
O -1.532 5.282 -2.343 -0.468
C -1.131 4.182 -1.461 -0.548
H -1.273 2.831 -6.283 0.172
H -1.121 4.424 -7.064 0.310
H -2.716 3.807 -6.678 0.258
H 0.320 5.189 -5.215 0.517
H 0.188 3.770 -4.357 0.151
H -0.582 6.621 -3.504 0.400
H 0.514 5.552 -2.740 0.019
H -0.234 4.340 -0.863 0.208
H -0.880 3.256 -1.979 0.214
H -1.950 3.917 -0.793 0.280
C 0.012 -1.607 -4.449 0.461
O 0.272 -2.276 -5.643 -0.065
C -0.785 -3.057 -6.216 -0.260
C -1.120 -4.268 -5.251 -0.438
O -2.029 -3.839 -4.235 -0.153
C -3.297 -3.347 -4.647 -1.013
H 0.990 -1.265 -4.111 -0.225
H -0.454 -2.063 -3.576 -0.305
H -0.393 -0.628 -4.707 0.503
H -0.405 -3.475 -7.148 0.351
H -1.664 -2.477 -6.495 0.370
H -0.217 -4.714 -4.835 0.235
H -1.455 -5.198 -5.711 0.380
H -3.648 -2.332 -4.460 0.410
H -4.183 -3.881 -4.302 0.381
H -3.501 -3.478 -5.710 0.420
C -2.613 -2.248 -1.016 -0.814
O -2.995 -2.608 0.244 0.006
C -4.273 -2.145 0.689 -0.787
C -4.716 -2.669 2.124 -0.342
O -4.955 -4.025 1.916 -0.351
C -5.156 -4.871 3.063 -0.397
H -3.305 -2.536 -1.808 0.521
H -1.687 -2.747 -1.303 -0.213
H -2.469 -1.172 -1.108 0.422
H -5.022 -2.340 -0.078 0.339
H -4.142 -1.071 0.821 0.401
H -5.604 -2.173 2.517 0.464
H -3.843 -2.518 2.759 0.158
H -4.213 -4.806 3.606 -0.057
H -5.252 -5.867 2.632 0.266
H -5.974 -4.619 3.738 0.317
C 3.013 -5.144 1.798 -0.680
O 3.514 -4.842 0.468 -0.334
C 3.447 -5.969 -0.464 -0.850
C 2.230 -6.042 -1.414 -0.529
O 1.949 -4.703 -1.971 -0.312
C 0.619 -4.367 -1.752 0.097
H 3.577 -5.868 2.386 0.347
H 2.020 -5.562 1.633 0.303
H 2.915 -4.191 2.318 0.170
H 3.360 -6.901 0.095 0.422
H 4.389 -6.258 -0.931 0.480
H 1.369 -6.536 -0.964 0.406
H 2.445 -6.584 -2.335 0.369
H 0.379 -3.612 -2.501 -0.480
H 0.440 -3.976 -0.750 0.086
H -0.077 -5.156 -2.036 0.410
C -1.532 -3.225 6.714 -0.824
O -1.654 -4.125 5.574 -0.192
C -1.251 -5.415 5.788 -0.552
C -1.296 -6.302 4.527 -0.457
O -0.552 -5.857 3.372 -0.402
C -0.865 -4.717 2.649 0.065
H -1.912 -2.271 6.348 0.242
H -0.519 -2.936 6.993 0.320
H -2.023 -3.516 7.643 0.310
H -2.030 -5.845 6.418 0.378
H -0.294 -5.481 6.307 0.408
H -2.310 -6.404 4.143 0.260
H -0.866 -7.265 4.802 0.287
H -1.736 -4.844 2.006 0.217
H -0.085 -4.496 1.921 -0.367
H -1.014 -3.799 3.218 0.268
```

Values from the calculation:
net charge = +1
electronic energy = -173436.1136 eV
spin multiplicity = 2

***

Entry from the OMol25 dataset: a structure of composition C22H46N2O14S5 at a distorted geometry (ωB97M-V/def2-TZVPD).

Structure (XYZ):
```
89
Properties=species:S:1:pos:R:3:mulliken_charge:R:1
C 4.476 -1.128 -1.050 -0.798
N 3.723 -1.407 0.199 0.902
O 2.513 -1.288 0.154 -0.584
O 4.389 -1.572 1.220 -0.581
H 5.203 -0.317 -1.089 0.283
H 3.960 -1.252 -2.002 0.077
H 5.083 -2.030 -1.135 0.392
C -2.504 3.586 -2.973 -1.147
N -1.766 2.817 -1.841 0.730
O -0.575 2.642 -1.931 -0.771
O -2.422 2.656 -0.818 -0.370
H -2.941 2.761 -3.535 0.384
H -2.018 4.327 -3.607 0.339
H -3.244 4.092 -2.353 0.530
C -2.905 -4.945 0.389 -1.066
C -2.120 -3.631 0.190 -0.199
C -2.720 -2.612 1.151 0.116
S -4.550 -2.963 1.305 1.225
O -5.350 -2.054 0.430 -0.709
O -4.885 -3.030 2.750 -0.703
C -4.477 -4.481 0.387 -0.754
H -2.508 -5.511 1.232 0.382
H -2.708 -5.742 -0.328 0.440
H -2.380 -3.263 -0.802 0.217
H -1.069 -3.875 0.340 0.328
H -2.454 -1.572 0.967 -0.432
H -2.259 -2.865 2.106 0.353
H -4.598 -4.079 -0.619 0.350
H -5.251 -5.160 0.743 0.464
C 1.521 -1.523 4.902 -1.130
C 1.422 -0.990 3.527 -0.811
C 2.556 -1.649 2.753 1.231
S 2.451 -3.470 3.249 1.141
O 3.735 -4.124 3.524 -0.729
O 1.542 -4.147 2.389 -0.601
C 1.564 -3.107 4.804 -0.796
H 0.656 -1.214 5.489 0.457
H 2.366 -1.046 5.398 0.414
H 1.373 0.098 3.503 0.577
H 0.500 -1.346 3.067 0.453
H 3.539 -1.300 3.071 0.513
H 2.493 -1.641 1.665 -1.317
H 2.082 -3.606 5.623 0.480
H 0.508 -3.345 4.672 0.336
C 1.604 0.904 -3.964 -0.965
C 0.771 0.385 -2.768 0.160
C 1.391 -0.970 -2.141 1.087
S 1.831 -1.802 -3.684 1.193
O 0.747 -2.445 -4.382 -0.686
O 2.984 -2.579 -3.331 -0.686
C 2.489 -0.215 -4.495 -0.871
H 2.252 1.734 -3.682 0.326
H 0.907 1.227 -4.737 0.362
H -0.156 0.123 -3.277 0.433
H 0.577 1.219 -2.093 -0.371
H 0.736 -1.510 -1.457 -0.397
H 2.234 -0.804 -1.469 0.203
H 2.733 -0.294 -5.554 0.538
H 3.536 -0.034 -4.250 0.331
C 0.707 1.046 0.118 0.209
C -0.743 1.564 0.232 0.036
C -1.581 0.259 -0.018 -1.837
S -0.749 -1.161 0.721 1.554
O -0.665 -2.310 -0.213 -0.969
O -1.376 -1.327 2.068 -0.785
C 0.929 -0.348 0.854 -0.430
H 1.445 1.792 0.411 0.568
H 0.941 0.795 -0.917 -0.876
H -0.862 2.427 -0.422 -0.512
H -0.967 1.819 1.268 0.601
H -1.656 0.182 -1.103 0.390
H -2.652 0.290 0.178 1.007
H 1.791 -0.693 0.284 1.263
H 1.021 -0.191 1.929 -1.004
C -0.083 4.453 0.747 0.459
C 0.369 5.165 -0.497 -1.196
C -0.726 5.386 -1.393 0.799
S -2.110 5.701 -0.226 1.024
O -3.478 5.490 -0.780 -0.718
O -1.803 6.872 0.573 -0.716
C -1.618 4.357 0.892 -0.638
H 0.349 5.031 1.564 0.759
H 0.278 3.425 0.720 -0.757
H 1.173 4.673 -1.043 0.425
H 0.842 6.105 -0.212 0.298
H -1.061 4.496 -1.927 -0.917
H -0.468 6.189 -2.084 0.687
H -1.892 3.369 0.521 0.380
H -1.941 4.514 1.922 0.621
```

Values from the calculation:
ΔE to the lowest compared entry with this formula, charge and spin = 1972.5 kJ/mol
net charge = 0
electronic energy = -109352.4834 eV

***

Entry from the OMol25 dataset: a cluster of 3 separate species, C10H23N4O3 in total (ωB97M-V/def2-TZVPD).

Structure (XYZ):
```
40
Properties=species:S:1:pos:R:3:nbo_charge:R:1
C -0.864 -2.706 -1.040 -0.436
N -1.189 -1.308 -0.755 -0.531
C -0.810 -0.355 -1.782 -0.392
C -2.520 -1.120 -0.251 0.711
O -2.667 -0.375 0.706 -0.646
C -3.726 -1.784 -0.950 -0.340
N -3.620 -2.349 -2.254 -1.111
H -0.441 -3.167 -0.136 0.181
H -1.750 -3.252 -1.382 0.252
H -0.098 -2.762 -1.821 0.177
H 0.245 -0.063 -1.656 0.166
H -1.400 0.561 -1.661 0.194
H -0.957 -0.732 -2.802 0.182
H -4.501 -0.992 -0.812 0.152
H -4.033 -2.567 -0.230 0.173
H -3.309 -1.607 -2.885 0.272
C 1.477 -2.246 2.609 0.522
O 1.185 -2.098 1.445 -0.595
N 0.849 -1.578 3.604 -0.437
C 1.175 -1.763 4.995 -0.394
C -0.205 -0.647 3.213 -0.422
H 2.259 -2.942 2.966 0.091
H 0.311 -2.127 5.557 0.190
H 1.509 -0.827 5.451 0.185
H 1.977 -2.495 5.084 0.201
H -0.992 -1.149 2.650 0.253
H 0.191 0.130 2.560 0.216
H -0.623 -0.195 4.111 0.187
C 2.444 2.937 -3.292 0.532
O 1.985 3.118 -4.402 -0.624
N 1.950 3.482 -2.163 -0.429
C 2.540 3.233 -0.866 -0.399
C 0.773 4.327 -2.260 -0.415
H 3.328 2.301 -3.112 0.102
H 1.821 2.755 -0.197 0.208
H 2.880 4.164 -0.407 0.185
H 3.395 2.569 -0.981 0.209
H -0.066 3.768 -2.676 0.223
H 0.966 5.179 -2.913 0.206
H 0.511 4.681 -1.266 0.200
```

Values from the calculation:
net charge = -1
electronic energy = -22844.2814 eV

***

Entry from the OMol25 dataset: a structure of composition C27H35BrN4NiP2 at a distorted geometry (ωB97M-V/def2-TZVPD).

Structure (XYZ):
```
70
Properties=species:S:1:pos:R:3:nbo_charge:R:1
Ni 0.000 0.000 0.000 0.980
C 4.993 -6.606 -3.496 -0.194
C 5.148 -5.301 -3.750 -0.168
C 4.901 -4.521 -5.015 -0.433
C 4.013 -5.181 -6.093 -0.444
C 2.625 -5.507 -5.599 -0.202
C 2.205 -6.587 -4.929 -0.167
C 2.966 -7.804 -4.471 -0.435
C 4.506 -7.698 -4.418 -0.444
C -2.007 0.369 0.536 -1.106
H 5.218 -6.932 -2.480 0.199
H 5.509 -4.687 -2.924 0.194
H 5.869 -4.255 -5.467 0.219
H 4.442 -3.564 -4.728 0.199
H 3.928 -4.474 -6.926 0.214
H 4.511 -6.064 -6.498 0.209
H 1.877 -4.738 -5.795 0.197
H 1.148 -6.610 -4.661 0.203
H 2.691 -8.659 -5.109 0.219
H 2.602 -8.063 -3.467 0.212
H 4.889 -8.658 -4.050 0.216
H 4.909 -7.581 -5.425 0.207
H -2.189 0.164 1.607 0.216
H -2.704 -0.249 -0.067 0.165
H -2.227 1.438 0.333 0.203
P -0.561 -0.675 -2.134 1.260
P 2.164 -0.382 -0.706 1.247
N -1.570 -2.076 -2.304 -0.681
N -1.401 0.396 -3.235 -0.672
N 2.792 -1.967 -0.360 -0.684
N 3.467 0.683 -0.269 -0.678
C 0.976 -1.125 -3.103 -0.761
C 2.194 -0.354 -2.567 -0.758
C -1.923 -2.892 -1.224 -0.047
C -2.553 -4.012 -1.727 -0.291
C -2.588 -3.887 -3.156 -0.273
C -1.973 -2.697 -3.491 -0.075
C -2.604 1.030 -2.917 -0.047
C -2.819 2.032 -3.843 -0.283
C -1.704 2.039 -4.743 -0.280
C -0.841 1.036 -4.343 -0.084
C 2.427 -2.666 0.796 -0.056
C 3.091 -3.877 0.795 -0.278
C 3.890 -3.932 -0.394 -0.272
C 3.694 -2.753 -1.087 -0.083
C 4.839 0.505 -0.460 -0.084
C 5.470 1.692 -0.142 -0.265
C 4.460 2.633 0.245 -0.298
C 3.239 1.994 0.161 -0.047
H 0.824 -0.974 -4.188 0.250
H 1.103 -2.212 -2.930 0.267
H 3.140 -0.750 -2.977 0.248
H 2.142 0.721 -2.830 0.252
H -1.678 -2.578 -0.206 0.232
H -2.961 -4.833 -1.133 0.233
H -3.032 -4.592 -3.862 0.231
H -1.805 -2.209 -4.453 0.225
H -3.196 0.688 -2.067 0.239
H -3.694 2.685 -3.881 0.233
H -1.558 2.698 -5.600 0.232
H 0.120 0.719 -4.750 0.211
H 1.717 -2.218 1.493 0.245
H 3.006 -4.650 1.563 0.233
H 4.535 -4.755 -0.711 0.232
H 4.111 -2.408 -2.032 0.213
H 5.238 -0.463 -0.765 0.222
H 6.549 1.863 -0.163 0.227
H 4.616 3.664 0.570 0.232
H 2.220 2.324 0.372 0.240
Br 0.667 0.617 2.132 -0.667
```

Values from the calculation:
ΔE to the lowest compared entry with this formula, charge and spin = 0.0 kJ/mol
net charge = 0
electronic energy = -164188.5355 eV
spin multiplicity = 3

***

Entry from the OMol25 dataset: an isolated molecule of C5H8N2S at a distorted geometry (ωB97M-V/def2-TZVPD).

Structure (XYZ):
```
16
Properties=species:S:1:pos:R:3:nbo_charge:R:1
C -0.289 -1.151 -2.687 -0.273
C -0.475 -0.976 -1.386 -0.293
C 0.216 0.051 -0.592 -0.122
S 1.347 1.069 -1.193 0.019
C -0.181 0.101 0.860 0.354
N 0.299 1.169 1.580 -0.817
N -0.964 -0.807 1.294 -0.454
C -1.329 -0.736 2.698 -0.452
H 0.382 -0.509 -3.273 0.207
H -0.813 -1.911 -3.238 0.200
H -1.176 -1.592 -0.831 0.250
H 1.026 1.697 1.214 0.405
H 0.334 1.104 2.592 0.389
H -1.817 0.213 2.937 0.193
H -0.448 -0.829 3.343 0.185
H -2.030 -1.555 2.874 0.212
```

Values from the calculation:
ΔE to the lowest compared entry with this formula, charge and spin = 138.0 kJ/mol
net charge = 0
electronic energy = -19128.9908 eV

***

Entry from the OMol25 dataset: a structure of composition C22H29ClN2O3 at a distorted geometry (ωB97M-V/def2-TZVPD).

Structure (XYZ):
```
57
Properties=species:S:1:pos:R:3:nbo_charge:R:1
O 1.998 -1.378 -2.584 -0.681
C 1.207 -0.615 -2.036 0.644
N 1.283 -0.604 -0.733 -0.443
C 0.253 0.041 0.285 -0.234
H -0.373 0.889 -0.128 0.208
C -0.681 -1.100 1.071 -0.385
H -1.343 -1.736 0.345 0.206
H -1.194 -0.556 1.708 0.198
C 0.396 -2.030 1.838 0.110
C 1.353 -2.576 0.858 -0.455
C 2.274 -1.660 0.120 -0.118
H 3.030 -1.952 -0.469 0.223
H 2.625 -0.707 1.024 0.168
H 2.099 -3.300 1.382 0.214
H 0.995 -3.181 0.164 0.226
O 0.820 -1.411 2.887 -0.496
C 0.880 -1.849 4.094 0.328
C 2.215 -2.170 4.620 -0.249
C 2.577 -2.664 5.706 -0.179
C 1.325 -3.200 6.548 -0.194
C 0.175 -2.846 6.140 -0.257
C -0.105 -2.514 4.845 -0.105
Cl -1.653 -2.104 4.210 0.002
H -0.851 -3.329 6.640 0.224
H 1.795 -3.483 7.523 0.229
H 3.482 -2.806 6.139 0.213
H 3.031 -1.711 4.072 0.206
H -0.180 -2.918 2.093 0.190
H 0.719 0.437 1.137 0.200
C 0.113 0.137 -2.679 -0.305
C 0.792 1.572 -2.764 -0.204
N -0.239 2.489 -3.282 -0.477
C -0.800 1.975 -4.600 0.671
O -1.776 2.618 -5.056 -0.610
C -0.114 0.802 -5.036 -0.537
C 0.087 -0.486 -4.230 -0.317
H -0.804 -0.831 -4.121 0.191
H 0.635 -1.207 -4.419 0.226
H 0.956 1.055 -5.374 0.248
H -0.545 0.270 -5.998 0.247
C -1.093 3.523 -2.709 -0.004
H -0.466 3.364 -1.680 0.181
C -2.451 3.309 -2.242 -0.476
H -2.688 3.431 -1.155 0.215
C -3.011 4.474 -2.958 -0.387
C -2.127 5.750 -3.140 -0.415
H -2.082 6.140 -2.074 0.179
C -0.949 4.990 -3.468 -0.395
H -0.686 4.670 -4.532 0.238
H 0.141 5.262 -3.119 0.201
H -2.237 6.433 -3.786 0.211
H -3.293 4.256 -4.087 0.225
H -3.958 4.939 -2.688 0.204
H -2.915 2.417 -2.745 0.244
H 0.729 2.015 -1.803 0.222
H 1.527 1.470 -3.406 0.207
H -0.741 0.183 -2.054 0.225
```

Values from the calculation:
ΔE to the lowest compared entry with this formula, charge and spin = 1379.5 kJ/mol
net charge = 0
electronic energy = -44916.1736 eV